ORCA calculation (ωB97M-V/def2-TZVPD) on a molecular structure, C2H4MgO at a distorted geometry.

Each line ends with the Löwdin charge.
Positions of all 8 atoms, in Å:
O (-1.480, 0.060, -0.164)  -0.1964
Mg (-2.317, -0.384, -1.964)  0.9684
C (-0.443, 0.307, 0.426)  -0.2677
C (0.928, -0.014, 0.032)  -0.0321
H (1.005, -1.096, -0.157)  0.1118
H (1.254, 0.561, -0.841)  0.1066
H (-0.402, 0.455, 1.595)  0.1743
H (1.456, 0.112, 1.073)  0.1351

Calculated values
Total charge: +1
<S²>: 0.75
Multiplicity: 2
LUMO energy (alpha / beta) in eV: -4.76 / -5.24
DFT total energy in eV: -9622.9853
Max |F| in eV/A: 3.8

ORCA calculation (ωB97M-V/def2-TZVPD) on a gas-phase ion, C3H5I2N2 (charge +1) at a distorted geometry.

Each line ends with the Löwdin charge.
Positions of all 12 atoms, in Å:
C (-0.860, 1.042, -1.234)  -0.0748
C (0.337, 1.035, -0.344)  -0.7438
I (1.169, 2.922, 0.088)  0.9751
N (0.835, 0.009, 0.142)  -0.0104
C (1.713, -0.621, 0.795)  -0.8348
N (1.447, -0.941, 2.060)  0.1536
I (3.548, -0.902, -0.211)  1.0078
H (-0.938, 0.067, -1.644)  0.0881
H (-1.736, 1.285, -0.690)  0.0900
H (-0.738, 1.859, -1.913)  0.0668
H (0.525, -0.647, 2.480)  0.1730
H (2.048, -1.554, 2.568)  0.1094

Calculated values
Total charge: +1
SMILES string: C/C(I)=N/C(=[NH2+])I
Multiplicity: 1
LUMO energy in eV: -4.81
DFT total energy in eV: -22366.1188
Max |F| in eV/A: 1.8

ORCA calculation (ωB97M-V/def2-TZVPD) on a molecular structure, C49H57BaCl2N6O3Si at a distorted geometry.

Each line ends with the Löwdin charge.
Positions of all 119 atoms, in Å:
Ba (-0.213, 0.456, -0.500)  1.8335
C (-0.566, 3.291, -3.564)  -0.2198
C (0.880, 3.042, -3.129)  -0.1982
N (1.232, 1.649, -2.716)  -0.1624
C (1.181, 0.694, -3.796)  -0.2375
C (0.335, -0.604, -3.651)  -0.2047
N (-1.037, -0.378, -3.129)  -0.1837
C (-1.920, 0.455, -3.923)  -0.2059
C (-2.579, 1.814, -3.434)  -0.2136
N (-1.600, 2.637, -2.774)  -0.0996
H (-0.651, 2.954, -4.619)  0.1119
H (-0.736, 4.374, -3.555)  0.1175
H (1.052, 3.749, -2.275)  0.0897
H (1.454, 3.336, -4.036)  0.1172
H (2.199, 1.670, -2.293)  0.0739
H (2.227, 0.328, -4.000)  0.1305
H (0.948, 1.164, -4.753)  0.1009
H (0.854, -1.410, -3.083)  0.1227
H (0.195, -0.932, -4.671)  0.0979
H (-1.482, -1.272, -2.914)  0.1052
H (-2.809, -0.182, -4.167)  0.1226
H (-1.363, 0.591, -4.853)  0.0980
H (-3.429, 1.673, -2.757)  0.1098
H (-3.035, 2.233, -4.393)  0.1236
H (-2.147, 3.277, -2.175)  0.1211
Cl (3.196, -1.692, 1.815)  0.6603
C (4.217, -0.673, 0.861)  -0.6143
C (5.629, -0.722, 1.160)  -0.1368
C (6.608, 0.000, 0.474)  -0.6623
Cl (8.275, -0.255, 0.874)  0.6475
C (6.272, 0.792, -0.623)  -0.1957
C (7.171, 1.256, -1.601)  -0.0459
C (6.766, 1.967, -2.727)  -0.0786
C (5.419, 2.112, -2.925)  -0.1631
N (4.526, 1.494, -2.146)  0.0921
C (4.850, 0.909, -0.991)  -0.1092
C (3.725, 0.235, -0.161)  -0.3301
O (2.526, 0.707, -0.384)  -0.2934
H (5.922, -1.435, 1.982)  0.1072
H (8.198, 1.022, -1.439)  0.0671
H (7.506, 2.262, -3.486)  0.1045
H (4.950, 2.652, -3.723)  0.0912
C (-0.381, 1.091, 2.608)  -0.3399
Si (-1.288, 2.509, 3.287)  0.5743
C (-0.195, 4.110, 3.460)  -0.2380
N (0.671, 4.471, 2.380)  -0.2158
C (0.161, 5.446, 1.384)  -0.1952
C (0.660, 5.257, -0.026)  -0.2007
C (2.217, 5.132, -0.071)  -0.1958
C (2.800, 4.497, 1.199)  -0.1687
C (1.752, 3.623, 1.902)  -0.2112
C (-1.895, 2.364, 5.124)  -0.2443
C (-0.970, 2.411, 6.163)  -0.1118
C (-1.445, 2.630, 7.464)  -0.1102
C (-2.790, 2.508, 7.744)  -0.1311
C (-3.733, 2.406, 6.720)  -0.0878
C (-3.259, 2.428, 5.392)  -0.0991
C (-2.882, 2.765, 2.202)  -0.2574
C (-3.541, 3.959, 2.176)  -0.1372
C (-4.657, 4.098, 1.361)  -0.0925
C (-5.164, 2.991, 0.645)  -0.1083
C (-4.559, 1.751, 0.774)  -0.0992
C (-3.404, 1.638, 1.534)  -0.1036
H (-0.917, 0.144, 2.465)  -0.0739
H (0.738, 1.029, 2.641)  -0.0511
H (0.463, 3.803, 4.313)  0.0774
H (-0.820, 4.921, 3.811)  0.0723
H (0.405, 6.500, 1.681)  0.1224
H (-0.887, 5.316, 1.307)  0.0850
H (0.401, 6.155, -0.633)  0.1125
H (0.068, 4.421, -0.448)  0.0937
H (2.552, 6.175, -0.193)  0.0993
H (2.536, 4.620, -1.006)  0.0919
H (3.178, 5.287, 1.917)  0.1259
H (3.648, 3.879, 0.827)  0.1079
H (2.217, 3.140, 2.776)  0.1235
H (1.355, 2.786, 1.280)  0.0774
H (0.076, 2.211, 5.949)  0.0974
H (-0.670, 2.831, 8.266)  0.1108
H (-3.104, 2.373, 8.744)  0.0764
H (-4.766, 2.251, 6.939)  0.0815
H (-3.916, 2.462, 4.532)  0.0821
H (-3.269, 4.760, 2.855)  0.1029
H (-5.131, 5.048, 1.314)  0.0793
H (-6.038, 3.140, 0.065)  0.0749
H (-5.058, 0.865, 0.317)  0.1128
H (-2.890, 0.717, 1.649)  0.0511
C (-0.375, -9.591, -2.512)  -0.0628
C (0.360, -8.429, -1.922)  -0.2458
C (1.481, -8.601, -1.133)  -0.0770
C (2.138, -7.521, -0.584)  -0.1103
C (1.602, -6.267, -0.649)  -0.0182
C (0.246, -6.116, -1.093)  -0.1668
N (-0.413, -4.888, -0.793)  0.0925
C (-1.520, -4.872, -0.001)  -0.1788
C (-2.040, -6.030, 0.574)  -0.0473
C (-3.346, -6.003, 0.979)  -0.1015
C (-4.200, -4.864, 0.838)  -0.1034
C (-3.614, -3.637, 0.493)  -0.0377
C (-2.243, -3.578, 0.153)  -0.0497
C (-1.583, -2.262, -0.062)  -0.6331
O (-2.206, -1.188, 0.271)  -0.2185
O (-0.359, -2.204, -0.460)  -0.2417
C (-0.315, -7.148, -1.959)  -0.1405
C (-1.575, -6.870, -2.752)  -0.0403
H (0.231, -10.475, -2.589)  0.0632
H (-0.804, -9.300, -3.491)  0.0808
H (-1.240, -9.827, -1.855)  0.0964
H (1.880, -9.610, -1.186)  0.1050
H (3.097, -7.613, -0.055)  0.1096
H (2.198, -5.383, -0.359)  0.1251
H (-0.048, -4.010, -1.016)  0.0879
H (-1.376, -6.904, 0.603)  0.1225
H (-3.728, -6.847, 1.522)  0.0887
H (-5.314, -4.985, 0.939)  0.1024
H (-4.308, -2.794, 0.398)  0.1141
H (-1.937, -5.916, -2.409)  0.0615
H (-2.373, -7.618, -2.649)  0.0803
H (-1.333, -6.805, -3.831)  0.0919

Calculated values
Total charge: -1
Multiplicity: 1
LUMO energy in eV: 1.79
DFT total energy in eV: -100439.5002
Max |F| in eV/A: 3.0

ORCA calculation (ωB97M-V/def2-TZVPD) on 2 unconnected molecules or ions with the total composition C6H11P at a distorted geometry.

Each line ends with the Löwdin charge.
Positions of all 18 atoms, in Å:
C (2.248, 0.699, -1.429)  -0.1240
C (1.777, 1.065, -0.037)  -0.0826
C (2.572, 0.053, -0.090)  -0.3346
C (3.142, -1.208, 0.420)  -0.0731
C (-3.959, -0.147, 0.180)  -0.2453
C (-2.645, 0.298, 0.596)  -0.7416
P (-1.105, -0.650, 0.266)  0.7650
H (1.502, 0.252, -2.148)  0.0857
H (3.090, 1.321, -1.724)  0.0682
H (1.417, 1.878, 0.419)  0.0454
H (2.571, -2.075, -0.036)  0.0957
H (3.194, -1.129, 1.587)  0.1066
H (4.220, -1.174, 0.018)  0.0976
H (-4.619, 0.620, -0.178)  0.0558
H (-4.022, -0.985, -0.668)  0.1057
H (-4.362, -0.636, 1.067)  0.0633
H (-2.818, 0.671, 1.682)  0.0970
H (-2.203, 1.146, 0.076)  0.0152

Calculated values
Total charge: 0
Multiplicity: 1
LUMO energy (alpha / beta) in eV: -0.79 / -0.83
DFT total energy in eV: -15682.5626
Max |F| in eV/A: 4.5

ORCA calculation (ωB97M-V/def2-TZVPD) on a molecular structure, C24H70BN6O6Pb at a distorted geometry.

Each line ends with the Löwdin charge.
Positions of all 108 atoms, in Å:
Pb (-3.439, -1.848, 0.648)  1.5060
B (-0.396, -0.189, -0.946)  -0.3986
H (0.430, -0.228, -0.253)  -0.0718
H (-0.110, 0.317, -1.856)  -0.0529
H (-0.696, -1.197, -1.185)  -0.1084
H (-1.269, 0.319, -0.566)  -0.1114
C (-7.279, 2.336, -1.621)  -0.0563
C (-6.635, 0.936, -1.405)  -0.4311
C (-6.030, 0.416, -2.748)  -0.1767
O (-5.236, -0.741, -2.535)  -0.2491
C (-4.964, -1.580, -3.686)  -0.0797
N (-5.638, 1.187, -0.436)  0.0254
H (-8.125, 2.351, -2.308)  0.0806
H (-6.524, 3.006, -2.033)  0.0838
H (-7.720, 2.747, -0.713)  0.0809
H (-7.350, 0.238, -0.970)  0.1382
H (-5.361, 1.202, -3.097)  0.1295
H (-6.797, 0.201, -3.492)  0.1340
H (-4.155, -2.278, -3.469)  0.0785
H (-4.504, -1.116, -4.558)  0.0921
H (-5.860, -2.115, -3.999)  0.0914
H (-5.038, 1.891, -0.843)  0.0855
H (-6.017, 1.619, 0.395)  0.0825
C (5.258, -0.017, 1.212)  -0.0629
C (5.184, 1.411, 0.705)  -0.4385
C (6.494, 2.251, 0.927)  -0.1690
O (6.791, 2.494, 2.317)  -0.1930
C (8.069, 2.968, 2.431)  -0.1557
N (4.846, 1.374, -0.693)  0.0248
H (5.747, -0.706, 0.522)  0.0802
H (4.270, -0.380, 1.495)  0.0712
H (5.780, -0.024, 2.168)  0.0720
H (4.346, 2.009, 1.065)  0.1355
H (6.421, 3.238, 0.470)  0.1198
H (7.323, 1.745, 0.434)  0.1182
H (8.727, 2.196, 2.032)  0.0873
H (8.330, 3.125, 3.478)  0.0917
H (8.168, 3.908, 1.888)  0.0893
H (3.874, 1.099, -0.710)  0.0706
H (5.329, 0.542, -1.001)  0.0588
C (-4.850, -0.742, 6.457)  -0.0682
C (-4.102, -0.626, 5.125)  -0.4261
C (-2.686, 0.054, 5.405)  -0.2111
O (-1.992, 0.138, 4.201)  -0.2200
C (-0.809, 0.934, 4.308)  -0.0778
N (-3.995, -1.952, 4.588)  0.0326
H (-4.199, -1.232, 7.181)  0.0858
H (-5.747, -1.346, 6.326)  0.0772
H (-5.208, 0.229, 6.799)  0.0840
H (-4.630, 0.057, 4.460)  0.1320
H (-2.129, -0.591, 6.084)  0.1242
H (-2.791, 1.005, 5.927)  0.1288
H (-0.177, 0.331, 4.959)  0.0878
H (-0.975, 1.925, 4.731)  0.0928
H (-0.254, 0.994, 3.372)  0.0909
H (-4.876, -2.343, 4.287)  0.0640
H (-3.697, -2.565, 5.334)  0.0855
C (1.511, -5.635, 1.657)  -0.0636
C (0.990, -4.955, 2.945)  -0.4263
C (2.156, -4.565, 3.875)  -0.1916
O (1.606, -3.928, 5.048)  -0.2287
C (2.612, -3.608, 6.029)  -0.0838
N (0.369, -3.746, 2.512)  0.0237
H (1.870, -6.626, 1.934)  0.0758
H (2.200, -5.073, 1.027)  0.0829
H (0.684, -5.887, 0.992)  0.0677
H (0.277, -5.593, 3.468)  0.1438
H (3.029, -4.005, 3.542)  0.1307
H (2.597, -5.487, 4.255)  0.1171
H (2.117, -3.337, 6.961)  0.0858
H (3.243, -2.791, 5.680)  0.0895
H (3.140, -4.534, 6.259)  0.0862
H (0.346, -3.270, 3.402)  0.0537
H (0.946, -3.142, 1.944)  0.0797
C (1.931, -1.711, -7.782)  -0.0564
C (1.268, -2.035, -6.432)  -0.4415
C (1.181, -3.450, -6.127)  -0.2826
O (0.368, -4.201, -6.974)  -0.1711
C (0.195, -5.550, -6.442)  -0.0743
N (2.026, -1.274, -5.402)  0.0398
H (1.722, -2.370, -8.625)  0.0779
H (3.016, -1.636, -7.709)  0.0768
H (1.649, -0.703, -8.084)  0.0717
H (0.265, -1.610, -6.463)  0.1326
H (0.845, -3.575, -5.097)  0.1219
H (2.195, -3.845, -6.192)  0.1354
H (-0.339, -6.246, -7.089)  0.0868
H (-0.321, -5.454, -5.487)  0.0741
H (1.168, -5.967, -6.181)  0.0822
H (1.421, -1.089, -4.615)  0.0602
H (2.281, -0.337, -5.682)  0.0673
C (-1.577, 5.625, -1.279)  -0.0775
C (-0.202, 5.642, -1.943)  -0.4710
C (1.051, 5.719, -1.108)  -0.1329
O (1.113, 6.858, -0.079)  -0.2073
C (2.368, 6.864, 0.657)  -0.1060
N (-0.183, 4.517, -2.843)  0.0358
H (-1.747, 6.576, -0.775)  0.0713
H (-1.692, 4.900, -0.474)  0.0751
H (-2.351, 5.608, -2.046)  0.0712
H (-0.234, 6.597, -2.468)  0.1374
H (1.885, 5.804, -1.805)  0.1207
H (1.160, 4.762, -0.596)  0.1168
H (2.253, 6.156, 1.478)  0.0776
H (2.540, 7.846, 1.099)  0.0798
H (3.226, 6.649, 0.021)  0.0796
H (-0.215, 3.672, -2.291)  0.0682
H (-1.085, 4.463, -3.294)  0.0622

Calculated values
Total charge: +1
Multiplicity: 1
LUMO energy in eV: -6.75
DFT total energy in eV: -53154.1598
Max |F| in eV/A: 5.4

ORCA calculation (ωB97M-V/def2-TZVPD) on 2 unconnected molecules or ions with the total composition CH5OPS at a distorted geometry.

Each line ends with the Löwdin charge.
Positions of all 9 atoms, in Å:
C (2.255, -0.222, -0.102)  0.0891
O (-2.348, -0.602, 1.125)  -0.5283
P (-1.462, -0.376, -0.274)  0.4414
S (-2.098, 1.599, -0.496)  0.3204
H (2.092, 0.615, 0.444)  -0.0547
H (2.794, -0.302, -0.973)  -0.0411
H (2.045, -1.107, 0.433)  -0.0338
H (-1.934, -1.487, 1.378)  0.0346
H (-1.344, 1.882, -1.535)  -0.2276

Calculated values
Total charge: 0
Multiplicity: 1
LUMO energy (alpha / beta) in eV: -0.24 / 0.10
DFT total energy in eV: -23286.7776
Max |F| in eV/A: 2.9

ORCA calculation (ωB97M-V/def2-TZVPD) on a molecular structure, C4H2NO3 at a distorted geometry.

Each line ends with the Löwdin charge.
Positions of all 10 atoms, in Å:
C (-1.000, -0.440, -0.060)  -0.1161
C (-1.165, 0.906, 0.248)  -0.3962
C (0.049, -1.335, 0.087)  -0.3129
C (2.098, 0.379, -0.171)  -0.5384
N (1.545, -0.276, 0.635)  0.1317
O (0.378, -2.449, -0.119)  0.0745
O (2.659, 1.167, -0.833)  0.0474
O (-0.418, 1.805, 0.592)  -0.0326
H (-1.833, -0.877, -0.382)  0.0304
H (-2.314, 1.121, 0.002)  0.1122

Calculated values
Total charge: -1
Multiplicity: 1
LUMO energy in eV: 4.03
DFT total energy in eV: -11813.2185
Max |F| in eV/A: 4.1